# 1
One molecule with the formula C4H5NO at a distorted geometry, computed with ωB97M-V with the def2-TZVPD basis set.

Properties
Net charge   0
Lowest unoccupied orbital energy   0.64 eV
Spin multiplicity   1
HOMO level   -0.391 Eh

The geometry in XYZ format:
```
11
Properties=species:S:1:pos:R:3:nbo_charge:R:1
C 1.15 -0.60 0.04 -0.5941
C -0.01 0.36 0.26 -0.4251
C -0.79 0.65 -1.03 0.4562
O -0.53 0.13 -2.09 -0.4871
C -1.00 -0.14 1.22 0.2767
N -1.82 -0.57 1.91 -0.3000
H 1.75 -0.69 0.95 0.2240
H 0.78 -1.60 -0.22 0.2312
H 1.78 -0.25 -0.77 0.2314
H 0.35 1.33 0.63 0.2609
H -1.62 1.38 -0.92 0.1260
```

***

# 2
One molecule with the formula C3H3ClO at a distorted geometry, computed with ωB97M-V with the def2-TZVPD basis set.

Properties
Net charge   0
Lowest unoccupied orbital energy   0.78 eV
Spin multiplicity   1
HOMO level   -0.333 Eh

The geometry in XYZ format:
```
8
Properties=species:S:1:pos:R:3:nbo_charge:R:1
C 0.84 0.69 -0.03 0.3018
C 1.85 0.27 -0.51 -0.2405
C -1.25 -0.32 0.38 -0.2471
O -0.34 0.88 0.44 -0.4881
Cl 3.38 0.25 -1.21 0.0760
H -1.52 -0.54 -0.65 0.1880
H -2.11 0.06 0.91 0.2065
H -0.85 -1.31 0.66 0.2035
```

***

# 3
An isolated ion of composition C5H9N4 and charge +1 at a distorted geometry, computed with ωB97M-V with the def2-TZVPD basis set.

Properties
Net charge   +1
Lowest unoccupied orbital energy   -3.63 eV
Spin multiplicity   1
HOMO level   -0.476 Eh

The geometry in XYZ format:
```
18
Properties=species:S:1:pos:R:3:nbo_charge:R:1
C -1.86 -1.62 -0.06 0.1778
C 0.00 -0.61 -0.13 -0.0617
C -1.01 0.39 -0.01 0.2381
C 1.42 -0.43 -0.07 0.5414
C -0.88 1.87 -0.06 -0.7086
N -0.57 -1.82 -0.14 -0.4277
N -2.14 -0.29 0.13 -0.4803
N 1.98 0.78 -0.06 -0.7470
N 2.11 -1.55 0.06 -0.7112
H -2.45 -2.50 -0.11 0.2385
H -1.77 2.41 -0.21 0.2612
H -0.72 2.38 0.92 0.2627
H -0.28 2.31 -0.91 0.2427
H -3.07 -0.11 0.35 0.4444
H 1.64 1.65 -0.33 0.4296
H 2.92 0.98 0.32 0.4187
H 1.61 -2.39 -0.14 0.4560
H 3.06 -1.46 0.45 0.4255
```

***

# 4
One molecule with the formula C7H6BrClOS at a distorted geometry, computed with ωB97M-V with the def2-TZVPD basis set.

Properties
Net charge   0
Lowest unoccupied orbital energy   -1.29 eV
Spin multiplicity   1
HOMO level   -0.327 Eh

The geometry in XYZ format:
```
17
Properties=species:S:1:pos:R:3:nbo_charge:R:1
C 0.71 -1.16 -0.03 -0.0987
C 1.08 1.15 -0.27 -0.0386
C -0.60 -1.07 0.04 -0.1835
C -0.21 1.53 -0.09 -0.3055
C 1.86 -1.87 0.20 0.5097
C -1.45 -2.28 0.27 -0.6471
C -0.58 3.05 -0.09 -0.6168
O 2.48 -2.06 1.21 -0.4619
S -1.53 0.39 -0.18 0.3939
Cl 2.65 -2.22 -1.45 -0.1610
Br 2.77 1.86 -0.49 0.2080
H -2.51 -2.09 -0.08 0.2302
H -0.91 -3.17 -0.07 0.2439
H -1.63 -2.16 1.37 0.2384
H -0.82 3.41 -1.05 0.2268
H -1.48 2.96 0.48 0.2246
H 0.18 3.74 0.25 0.2377
```

***

# 5
C36H35FN11O4ReS as an isolated structure, computed with ωB97M-V with the def2-TZVPD basis set.

Properties
Expectation value of S²   3.77
Net charge   +1
Lowest unoccupied orbital energy (spin up / spin down)   -3.17 / -4.14 eV
Spin multiplicity   4
HOMO level (spin up / spin down)   -0.361 / -0.360 Eh

The geometry in XYZ format:
```
89
Properties=species:S:1:pos:R:3:lowdin_spin:R:1
Re 0.32 -0.62 -0.39 2.3206
C 2.79 -4.00 -4.38 0.0004
C 2.79 -4.91 -3.15 0.0003
N 1.54 -4.86 -2.41 0.0069
C 1.25 -4.00 -1.41 0.0051
S -0.20 -4.17 -0.55 0.0437
N 2.21 -3.09 -1.18 0.0060
N 1.89 -2.17 -0.23 0.0058
C 2.82 -1.87 0.62 0.0346
C 4.13 -2.58 0.71 0.0047
C 2.48 -0.84 1.60 0.0177
C 3.29 -0.55 2.70 0.0019
C 2.82 0.29 3.69 0.0192
C 1.54 0.81 3.58 0.0013
C 0.81 0.52 2.45 0.0197
N 1.28 -0.24 1.46 0.0056
H 3.70 -4.16 -4.97 0.0001
H 1.93 -4.21 -5.02 0.0000
H 2.76 -2.95 -4.09 -0.0001
H 2.96 -5.94 -3.44 0.0000
H 3.60 -4.62 -2.48 -0.0001
H 0.86 -5.59 -2.55 0.0010
H 4.13 -3.43 0.04 0.0000
H 4.95 -1.92 0.43 0.0021
H 4.31 -2.94 1.73 0.0011
H 4.26 -1.01 2.78 -0.0001
H 3.43 0.51 4.55 0.0009
H 1.11 1.43 4.35 -0.0002
H -0.19 0.92 2.31 0.0004
C 2.12 5.26 2.21 0.0005
C 1.38 4.22 1.42 0.0023
C 0.04 3.94 1.68 0.0008
C -0.63 2.95 0.99 0.0059
C -0.01 2.21 -0.03 0.0191
N -0.65 1.12 -0.66 0.1318
C -1.93 1.28 -1.21 0.0070
C -2.64 2.49 -1.11 0.0244
C -3.96 2.60 -1.48 -0.0037
C -4.65 1.51 -2.00 0.0265
C -6.11 1.61 -2.35 0.0047
C -3.93 0.36 -2.24 -0.0055
C -2.59 0.25 -1.90 0.0267
N -1.88 -0.88 -2.45 0.0136
C -2.26 -1.62 -3.51 0.0129
C -1.15 -2.26 -4.02 0.0067
C -0.10 -1.87 -3.20 0.0143
N -0.54 -1.03 -2.26 0.0191
C 1.33 2.50 -0.28 0.0070
C 2.02 3.47 0.44 -0.0003
N 2.06 1.75 -1.25 0.0054
C 3.07 2.17 -2.04 0.0157
C 3.59 1.07 -2.69 0.0053
C 2.83 -0.01 -2.24 0.0157
N 1.91 0.41 -1.37 0.0075
H 1.49 6.13 2.39 0.0001
H 2.41 4.87 3.19 0.0002
H 3.02 5.59 1.70 0.0000
H -0.47 4.48 2.47 0.0002
H -1.66 2.71 1.23 0.0000
H -2.15 3.36 -0.71 0.0012
H -4.46 3.55 -1.35 -0.0008
H -6.65 2.24 -1.64 0.0006
H -6.25 2.05 -3.34 0.0019
H -6.58 0.63 -2.35 0.0003
H -4.44 -0.47 -2.71 -0.0008
H -3.27 -1.60 -3.87 0.0008
H -1.12 -2.93 -4.86 0.0004
H 0.93 -2.17 -3.21 0.0007
H 3.08 3.63 0.26 0.0000
H 3.33 3.21 -2.08 0.0008
H 4.39 1.06 -3.40 0.0001
H 2.90 -1.06 -2.49 0.0006
F -1.32 0.47 6.26 0.0001
C -1.98 0.52 5.10 0.0003
C -2.18 -0.58 4.37 -0.0001
N -2.85 -0.54 3.16 0.0000
C -2.82 -1.72 2.30 -0.0012
C -1.41 -1.85 1.75 0.0137
O -0.50 -2.31 2.42 0.0258
O -1.29 -1.29 0.57 0.0929
C -3.35 0.64 2.64 0.0001
O -3.88 0.74 1.56 0.0000
N -3.15 1.74 3.46 0.0000
C -2.43 1.83 4.65 0.0001
O -2.22 2.89 5.19 0.0001
H -1.81 -1.55 4.67 0.0000
H -3.54 -1.56 1.50 0.0002
H -3.09 -2.60 2.89 -0.0002
H -3.55 2.61 3.11 0.0000
```

***

# 6
One molecule with the formula C2H6N2O2 at a distorted geometry, computed with ωB97M-V with the def2-TZVPD basis set.

Properties
Net charge   0
Lowest unoccupied orbital energy (spin up / spin down)   0.27 / 0.27 eV
Spin multiplicity   1
HOMO level (spin up / spin down)   -0.306 / -0.306 Eh

The geometry in XYZ format:
```
12
Properties=species:S:1:pos:R:3:nbo_charge:R:1
C 2.52 -0.11 -0.05 -0.2720
C -1.45 0.64 -0.29 0.1355
N -2.67 0.11 0.07 -0.8505
N -0.37 -0.08 -0.04 0.3290
O 1.15 0.49 -0.29 -0.4999
O -0.43 -1.17 0.53 -0.4708
H 2.57 -1.08 -0.75 0.1877
H 3.37 0.65 -0.32 0.2284
H 2.55 -0.50 0.99 0.1950
H -1.35 1.48 -0.87 0.2034
H -3.41 0.44 0.77 0.4148
H -2.48 -0.88 0.26 0.3994
```

***

# 7
C33H43IN7O3TeY as an isolated structure at a distorted geometry, computed with ωB97M-V with the def2-TZVPD basis set.

Properties
Net charge   0
Lowest unoccupied orbital energy   0.18 eV
Spin multiplicity   1
HOMO level   -0.235 Eh

The geometry in XYZ format:
```
89
Properties=species:S:1:pos:R:3:mulliken_charge:R:1
Y 10.28 -2.13 16.64 0.1416
C 6.82 -0.17 19.21 -0.8185
C 6.45 -1.59 18.99 0.4375
N 5.22 -2.02 19.27 -0.7026
C 4.92 -3.27 19.05 -1.0625
C 5.81 -4.21 18.54 0.6354
C 5.39 -5.66 18.32 -0.4614
O 6.22 -6.58 19.09 -0.5445
C 7.14 -3.81 18.32 -0.1429
C 8.22 -4.75 17.89 0.1234
N 8.39 -5.04 16.68 -0.0684
C 9.27 -6.17 16.44 0.2027
C 9.13 -7.35 17.19 -0.1658
C 10.09 -8.37 17.08 -0.8117
C 11.12 -8.29 16.15 -0.5866
C 11.18 -7.18 15.33 -0.4908
C 10.28 -6.14 15.48 0.0841
I 10.49 -4.49 14.20 0.3803
C 7.46 -2.44 18.49 -0.6749
O 8.62 -1.99 18.09 -0.1496
H 6.07 0.37 19.79 0.4332
H 7.76 -0.10 19.75 0.2384
H 6.93 0.29 18.22 -0.0224
H 3.92 -3.58 19.25 0.3737
H 4.34 -5.80 18.58 0.3917
H 5.49 -5.96 17.29 0.2882
H 6.48 -6.15 19.94 0.3652
H 8.76 -5.23 18.72 0.6930
H 8.31 -7.44 17.92 0.5224
H 9.98 -9.25 17.71 0.3880
H 11.89 -9.06 16.06 0.3788
H 11.96 -7.14 14.56 0.3649
N 8.30 -2.27 15.10 -0.0963
C 7.47 -1.02 15.26 -0.7097
C 8.32 0.26 15.25 -0.8217
N 9.75 0.03 15.58 0.6356
C 10.38 1.15 16.23 -0.9573
C 10.46 0.93 17.75 -0.4179
N 11.08 -0.37 18.03 0.2665
H 7.77 -3.10 15.31 0.1377
H 8.55 -2.28 14.10 0.2130
H 6.71 -0.94 14.49 0.5308
H 6.93 -1.10 16.20 0.2598
H 8.27 0.83 14.27 0.3559
H 7.95 0.90 16.04 0.4223
H 10.27 -0.09 14.70 -0.0689
H 11.39 1.22 15.82 0.3960
H 9.92 2.11 15.97 0.3321
H 11.07 1.69 18.19 0.6050
H 9.49 0.94 18.21 0.1644
H 12.10 -0.26 18.11 -0.2289
H 10.80 -0.71 18.94 0.4365
C 11.08 -1.81 11.45 -0.3711
N 9.98 -2.20 10.59 -0.1379
C 8.73 -2.15 11.04 0.5638
N 7.74 -2.62 10.20 -0.4521
O 8.43 -1.73 12.18 -0.6713
H 11.99 -1.64 10.83 0.3128
H 11.38 -2.55 12.21 -0.1300
H 10.81 -0.90 11.93 0.2172
H 10.15 -2.53 9.69 0.1593
H 7.98 -3.12 9.36 0.1578
H 6.81 -2.59 10.54 0.2260
Te 12.72 -1.14 14.76 -0.0405
C 14.16 0.15 15.65 -0.0046
C 13.88 1.19 16.52 0.4684
C 14.90 2.00 17.01 -0.8669
C 16.22 1.77 16.68 -0.5104
C 16.52 0.68 15.87 -0.4478
C 15.51 -0.08 15.36 -0.7780
C 12.57 -3.12 18.42 0.3981
C 13.72 -2.76 17.64 -0.4325
C 14.64 -1.83 18.09 -0.5965
C 14.43 -1.16 19.32 -0.5561
C 13.40 -1.61 20.15 -0.5026
C 12.53 -2.61 19.72 -0.5052
H 12.84 1.37 16.80 0.0160
H 14.62 2.81 17.65 0.3998
H 17.01 2.39 17.09 0.3565
H 17.54 0.41 15.64 0.3946
H 15.72 -0.94 14.74 0.3388
H 13.94 -3.23 16.68 0.4635
H 15.48 -1.53 17.47 0.5659
H 15.07 -0.35 19.64 0.4137
H 13.25 -1.15 21.14 0.3441
H 11.71 -2.96 20.39 0.3066
C 11.53 -3.98 17.87 -1.0348
H 10.91 -4.41 18.66 0.3256
H 11.90 -4.73 17.19 0.4149
```

***

# 8
C6H16InNO10PS as an isolated structure at a distorted geometry, computed with ωB97M-V with the def2-TZVPD basis set.

Properties
Net charge   -3
Lowest unoccupied orbital energy   5.46 eV
Spin multiplicity   1
HOMO level   0.055 Eh

The geometry in XYZ format:
```
36
Properties=species:S:1:pos:R:3:nbo_charge:R:1
In -1.13 -0.47 -0.62 1.2307
C -2.58 3.96 1.85 -0.6290
C -1.39 3.15 1.42 -0.0375
O -1.67 1.84 1.10 -0.9140
H -3.36 3.90 1.08 0.1954
H -2.35 5.03 1.99 0.1522
H -3.06 3.59 2.77 0.1760
H -0.57 3.16 2.16 0.0845
H -1.02 3.70 0.53 0.0788
P -2.02 -3.40 0.99 2.4347
O -2.79 -4.14 2.06 -1.1239
O -1.24 -2.15 1.51 -1.0381
O -3.03 -2.63 0.06 -0.8372
O -1.22 -4.30 0.06 -0.9978
S -1.40 -1.32 -3.90 2.5789
O -2.34 -0.31 -4.45 -1.1047
O -1.98 -1.99 -2.72 -1.0557
O -1.06 -2.33 -4.94 -1.0952
O -0.22 -0.57 -3.42 -1.1497
C 2.61 0.94 -1.18 -0.6068
C 2.62 -0.53 -0.80 -0.0690
C 2.40 -0.74 0.69 -0.0502
O 1.23 -0.11 1.11 -0.5320
C 0.96 -0.26 2.48 -0.2600
N 1.57 -1.19 -1.56 -0.8408
H 1.80 1.54 -0.76 0.2382
H 2.67 1.09 -2.26 0.2087
H 3.52 1.42 -0.79 0.1713
H 3.63 -0.84 -1.14 0.1403
H 3.29 -0.32 1.21 0.1291
H 2.42 -1.80 0.99 0.1735
H 1.61 0.38 3.08 0.1268
H 0.94 -1.28 2.88 0.1828
H -0.08 0.08 2.59 0.2492
H 1.65 -2.20 -1.55 0.3729
H 1.57 -0.91 -2.54 0.4174
```

***

What are the total energy values for these records? In order: -7765.8196, -17725.9415, -11285.2658, -102799.2472, -78160.6054, -9240.5731, -67932.1903, -53739.1723 eV.
What are the relative energy (zero: lowest compared OMol25 entry of this formula, charge and spin) values for these records? In order: 16.30, 57.80, 4.98, 81.33, 18.82, 155.53, 0.00, 0.00 kcal/mol.